[1]
# C4H8N4

One molecule with the formula C4H8N4 in a non-equilibrium geometry (ωB97M-V/def2-TZVPD, the OMol25 dataset).

- SMILES = [H]/N=C(N)\N=C\N1CC1
- energy relative to the best compared isomer or geometry (same formula, charge and spin) (kcal/mol) = 155.9
- HOMO (eV) = -8.320
- LUMO level (eV) = -0.43
- net charge = 0

Geometry as XYZ:
```
16
C4H8N4, DFT ωB97M-V/def2-TZVPD
H 2.46134 -0.54187 -0.68658
N 2.69826 0.44000 -0.87929
C 1.81312 1.14311 -0.16271
N 2.15265 2.32804 0.60149
N 0.43171 0.92281 0.27857
C -0.03007 -0.21046 -0.67194
N -1.47550 -0.33212 -0.54439
C -1.97705 -0.88980 0.85428
C -2.36558 -1.68956 -0.39906
H 3.16496 2.76836 0.54339
H 1.81343 2.54794 1.58507
H 0.50315 -0.68057 -1.69938
H -1.25910 -1.33735 1.69816
H -2.89050 -0.46232 1.28206
H -1.63551 -2.26554 -0.95614
H -3.40532 -1.74065 -0.84352
```

---

[2]
# C4H8N4

One molecule with the formula C4H8N4 in a non-equilibrium geometry (ωB97M-V/def2-TZVPD, the OMol25 dataset).

- SMILES = [H]/N=c1\cc[nH]n1NC
- energy relative to the best compared isomer or geometry (same formula, charge and spin) (kcal/mol) = 76.7
- HOMO (eV) = -7.984
- LUMO level (eV) = 0.96
- net charge = 0

Geometry as XYZ:
```
16
C4H8N4, DFT ωB97M-V/def2-TZVPD
H 0.29874 2.69862 0.06728
N -0.20992 1.76553 0.21441
C 0.50894 0.79407 0.03025
C 1.96865 0.69750 0.00761
C 2.18399 -0.65144 0.02335
N 0.98369 -1.35775 0.20588
N -0.03370 -0.50937 0.03418
N -1.27194 -0.59932 0.69161
C -2.28156 -0.29523 -0.32384
H 2.60714 1.45976 -0.13172
H 3.07371 -1.28159 0.02216
H 0.98266 -2.19028 -0.48059
H -1.32222 0.05309 1.44794
H -2.14392 0.76616 -0.75226
H -3.32485 -0.43682 0.11840
H -2.01944 -0.91294 -1.17465
```

---

[3]
# C4H8N4

One molecule with the formula C4H8N4 in a non-equilibrium geometry (ωB97M-V/def2-TZVPD, the OMol25 dataset).

- energy relative to the best compared isomer or geometry (same formula, charge and spin) (kcal/mol) = 135.9
- HOMO (spin up / spin down) (eV) = -7.030 / -6.887
- LUMO level (spin up / spin down) (eV) = -1.11 / -1.46
- net charge = 0

Geometry as XYZ:
```
16
C4H8N4, DFT ωB97M-V/def2-TZVPD
C 0.23001 -0.35837 0.50999
C -0.96865 -0.87363 0.28296
C 1.41076 0.26793 0.27197
C 1.28000 1.79533 0.29123
N 2.54900 -0.33771 0.16443
N -0.89278 0.02717 -1.81677
N -1.52330 -0.72174 -0.96503
N -1.78643 -1.49961 1.24160
H 2.24524 2.24631 0.06809
H 0.95440 2.12343 1.27683
H 0.55215 2.11300 -0.45130
H 3.32631 0.28935 -0.01194
H -1.37150 0.04384 -2.71823
H -2.47105 -1.08260 -1.12782
H -1.27211 -1.70777 2.08562
H -2.26206 -2.32492 0.89836
```